# 1
Computed, not measured: C6H12N2 as an isolated structure, with wB97M-V/def2-TZVPD.

The geometry in XYZ format:
```
20
Properties=species:S:1:pos:R:3:lowdin_charge:R:1
C -0.20 1.37 -0.42 -0.152
N 2.43 0.63 0.53 0.070
H -0.65 -1.63 -1.24 0.080
H 0.53 -0.90 1.51 0.138
C 0.81 0.92 -1.41 -0.127
C 1.34 0.09 -0.25 -0.266
H -1.21 -2.27 0.32 0.073
C -2.11 0.37 0.83 -0.077
C 0.24 -0.64 0.49 -0.308
H -2.66 -0.12 0.02 0.080
H -2.54 1.36 0.99 0.085
H -2.23 -0.22 1.74 0.086
N -0.70 0.51 0.54 -0.163
H -0.89 2.16 -0.73 0.102
H 0.42 -2.65 -0.27 0.078
H 1.48 1.70 -1.75 0.110
C -0.34 -1.87 -0.22 -0.047
H 2.50 0.29 1.48 0.073
H 0.42 0.35 -2.26 0.094
H 3.34 0.54 0.09 0.072
```

HOMO energy (spin up / spin down)	-5.9 / -6.2	eV
ΔE to the lowest compared entry with this formula, charge and spin	386.1	kJ/mol
DFT total energy	-9392.8482	eV
HOMO-LUMO gap (spin up / spin down)	6.9 / 7.2	eV
LUMO (spin up / spin down)	1.0 / 1.1	eV
maximum force	3.50	eV/A

=====

# 2
Computed, not measured: C6H12N2 as an isolated structure, with wB97M-V/def2-TZVPD.

The geometry in XYZ format:
```
20
Properties=species:S:1:pos:R:3:lowdin_charge:R:1
H -2.80 1.47 1.05 0.010
H -1.11 -1.40 -1.93 0.114
C 0.37 -1.66 0.46 -0.076
H 0.91 -1.22 1.25 0.047
H 0.94 -2.57 0.29 0.075
H 1.84 0.24 1.09 0.085
C -2.16 1.21 0.31 -0.026
H 2.24 1.55 -0.01 0.135
H 0.38 2.88 0.98 0.108
H 0.48 -2.25 -2.07 0.078
C 1.35 1.01 0.49 -0.222
H -2.58 0.44 -0.34 0.040
C 0.03 -1.29 -1.94 -0.067
C 0.25 1.82 1.19 -0.133
C -0.87 1.24 0.35 -0.173
N 0.51 -0.84 -0.70 -0.255
N 0.55 0.52 -0.61 -0.037
H 0.30 -0.68 -2.74 0.065
H -0.73 -2.17 0.69 0.151
H 0.10 1.69 2.19 0.079
```

HOMO energy (spin up / spin down)	-4.2 / -8.7	eV
ΔE to the lowest compared entry with this formula, charge and spin	343.3	kJ/mol
DFT total energy	-9388.1622	eV
HOMO-LUMO gap (spin up / spin down)	5.1 / 8.0	eV
LUMO (spin up / spin down)	1.0 / -0.7	eV
spin multiplicity	3
maximum force	6.21	eV/A

=====

# 3
Computed, not measured: a 2-piece molecular cluster, C6H12N2 overall, with wB97M-V/def2-TZVPD.

The geometry in XYZ format:
```
20
Properties=species:S:1:pos:R:3:lowdin_charge:R:1
H -0.11 0.22 -1.41 0.154
H -0.34 -2.59 -0.50 0.069
H 0.06 3.21 -2.15 0.109
C 0.45 0.74 -0.64 0.076
C 1.03 2.06 -0.64 -0.218
C -1.55 -2.68 1.34 -0.150
H 0.50 -0.71 0.89 0.151
H 1.39 4.02 -1.28 0.104
C -1.34 -2.32 -0.14 -0.178
N 1.64 2.26 0.55 0.167
H -2.63 -2.64 1.52 0.075
C 1.44 1.17 1.24 -0.028
C 1.03 3.08 -1.68 0.016
H 1.68 2.74 -2.50 0.117
H -1.18 -3.68 1.58 0.074
H -1.50 -1.24 -0.23 0.039
H -1.96 -2.91 -0.80 0.075
H 1.73 1.06 2.27 0.154
N 0.70 0.22 0.54 0.146
H -1.04 -2.01 2.03 0.049
```

HOMO energy (spin up / spin down)	-15.0 / -15.4	eV
ΔE to the lowest compared entry with this formula, charge and spin	6.3	kJ/mol
DFT total energy	-9388.6204	eV
HOMO-LUMO gap (spin up / spin down)	11.3 / 7.7	eV
LUMO (spin up / spin down)	-3.8 / -7.7	eV
spin multiplicity	2
net charge	+1
maximum force	1.07	eV/A

=====

# 4
Computed, not measured: a 2-piece molecular cluster, C6H12N2O overall, with wB97M-V/def2-TZVPD.

The geometry in XYZ format:
```
21
Properties=species:S:1:pos:R:3:lowdin_charge:R:1
C -1.41 -0.95 -1.33 -0.201
H -1.00 -1.13 -2.31 0.118
N -0.63 -1.01 -0.27 0.087
H -1.34 0.13 2.77 0.078
H -3.65 -0.52 0.92 0.113
H 3.80 0.80 -0.63 0.104
H 0.80 1.68 -0.75 0.067
C 2.81 0.98 -0.22 -0.334
N -2.71 -0.79 -0.98 0.046
C -0.83 -0.63 2.17 -0.039
H 1.60 -0.56 0.15 0.027
H -3.42 -0.81 -1.70 0.148
O 2.42 -0.17 0.49 -0.099
H 1.60 0.62 -1.91 0.071
C 1.75 1.44 -1.20 -0.100
C -1.45 -0.75 0.83 -0.338
H 2.97 1.80 0.51 0.108
C -2.72 -0.55 0.37 -0.076
H 2.12 2.35 -1.69 0.073
H -0.92 -1.59 2.68 0.083
H 0.21 -0.33 2.08 0.066
```

HOMO energy	-8.8	eV
ΔE to the lowest compared entry with this formula, charge and spin	63.7	kJ/mol
DFT total energy	-11444.0106	eV
structure (SMILES)	Cc1c[nH]cn1.CCO
HOMO-LUMO gap	9.6	eV
LUMO	0.8	eV
maximum force	1.97	eV/A

=====

# 5
Computed, not measured: a 2-piece molecular cluster, C6H12N2O overall, with wB97M-V/def2-TZVPD.

The geometry in XYZ format:
```
21
Properties=species:S:1:pos:R:3:lowdin_charge:R:1
H -1.78 2.47 -0.56 0.117
H -2.22 3.06 -2.09 0.018
C 0.01 2.92 -1.84 -0.286
H 1.32 -2.95 -0.06 0.111
C 0.85 -2.17 0.56 -0.067
H 0.83 -0.88 3.52 0.131
H 0.57 1.18 -0.98 0.029
N -0.53 -0.77 1.68 0.080
N 1.40 -1.94 1.82 0.005
H -1.61 1.41 -2.04 0.077
C -0.28 -1.32 0.43 -0.352
C 0.49 -1.16 2.47 -0.218
H 0.14 3.54 -2.81 0.134
O 0.91 1.80 -1.60 -0.080
H 0.09 3.70 -1.00 0.114
C -1.09 -1.00 -0.75 -0.050
C -1.46 2.49 -1.70 -0.114
H -0.71 -1.68 -1.58 0.116
H 1.99 -2.57 2.44 0.171
H -2.14 -1.16 -0.49 0.096
H -1.02 -0.10 -1.17 -0.031
```

HOMO energy	-8.6	eV
ΔE to the lowest compared entry with this formula, charge and spin	220.9	kJ/mol
DFT total energy	-11442.3817	eV
structure (SMILES)	Cc1c[nH]cn1.CCO
HOMO-LUMO gap	9.4	eV
LUMO	0.8	eV
maximum force	5.01	eV/A

=====

# 6
Computed, not measured: an isolated ion of composition C6H12N2O and charge +2, with wB97M-V/def2-TZVPD.

The geometry in XYZ format:
```
21
Properties=species:S:1:pos:R:3:lowdin_charge:R:1
H 1.81 1.96 -0.30 0.152
H 1.74 -0.15 1.52 0.175
N 0.83 1.96 -0.24 0.371
C 2.26 -0.76 -0.37 0.008
O 0.20 -1.16 1.02 0.003
C 0.29 0.94 0.26 -0.130
C 1.19 -0.32 0.60 -0.288
H -1.95 2.53 0.55 0.148
H -2.39 -1.64 -0.98 0.139
H 2.65 -1.77 -0.01 0.144
H 1.84 -0.95 -1.39 0.105
N -1.00 0.60 0.36 0.057
C -2.00 1.45 0.47 0.363
H -1.73 -1.14 1.38 0.202
H -0.79 -0.85 -1.56 0.115
H -3.13 1.31 0.56 0.197
H 3.17 -0.01 -0.34 0.141
H -0.90 -2.54 -0.77 0.140
H 0.27 2.84 -0.51 0.229
C -1.27 -1.48 -0.78 0.027
C -1.09 -0.83 0.54 -0.300
```

HOMO energy	-18.7	eV
ΔE to the lowest compared entry with this formula, charge and spin	200.8	kJ/mol
DFT total energy	-11423.2455	eV
structure (SMILES)	C=[N+]1C(=[NH2+])[C@H](C)O[C@@H]1C
HOMO-LUMO gap	7.1	eV
LUMO	-11.6	eV
net charge	+2
maximum force	5.42	eV/A

=====

# 7
Computed, not measured: the molecule C6H12N2O2, with wB97M-V/def2-TZVPD.

The geometry in XYZ format:
```
22
Properties=species:S:1:pos:R:3:lowdin_charge:R:1
H 0.26 1.70 -1.66 0.144
O -0.55 -1.54 3.10 -0.063
H 1.29 -1.33 2.18 0.119
H 0.73 1.40 0.68 0.137
H -3.06 1.03 -2.36 0.154
H 2.65 0.53 -0.55 0.112
O -1.80 -0.79 -1.93 0.036
H 0.59 0.18 2.83 0.120
N -2.21 1.37 -1.82 0.140
H -0.45 -1.44 0.44 0.136
C 0.35 -0.78 2.32 -0.280
H -1.98 2.26 -1.40 0.103
C 0.07 0.67 -1.34 -0.240
H 2.15 -1.13 -0.09 0.108
N 1.07 -0.29 -1.78 0.020
C -0.29 -0.49 0.98 -0.159
H 1.58 -0.04 -2.62 0.112
C -1.38 0.33 -1.62 -0.523
C 0.55 0.46 0.13 -0.236
H -1.29 -0.05 1.15 0.130
C 1.80 -0.17 -0.51 -0.153
H -0.09 -1.88 3.87 0.083
```

HOMO energy	-9.1	eV
ΔE to the lowest compared entry with this formula, charge and spin	156.3	kJ/mol
DFT total energy	-13490.8061	eV
structure (SMILES)	NC(=O)[C@@H]1NC[C@@H]1CCO
HOMO-LUMO gap	9.9	eV
LUMO	0.7	eV
maximum force	2.78	eV/A

=====

# 8
Computed, not measured: the molecule C6H12N2O2, with wB97M-V/def2-TZVPD.

The geometry in XYZ format:
```
22
Properties=species:S:1:pos:R:3:lowdin_charge:R:1
H -1.14 -0.05 -1.62 0.047
H -0.57 -3.70 0.14 0.087
H -0.10 2.96 1.34 0.073
H -2.19 0.06 0.54 0.079
H -0.32 0.20 1.83 0.125
H 0.46 0.47 -2.21 0.108
N -1.76 0.96 0.70 0.048
N 1.92 0.10 -0.27 -0.343
H 1.34 2.12 1.15 0.023
H -1.06 -2.46 -0.99 0.040
H 0.30 -1.87 1.56 0.106
C 0.05 -1.66 0.55 -0.109
C 0.38 2.15 0.87 0.004
O 2.52 0.10 0.78 0.060
C -0.63 -2.61 -0.04 0.029
H -1.86 1.53 -0.16 0.098
C 0.27 -0.30 -0.09 -0.286
O 2.39 0.41 -1.30 0.087
C -0.14 -0.20 -1.53 -0.053
C -0.37 0.74 0.89 -0.388
H 0.02 -1.23 -1.98 0.104
H 0.49 2.29 -0.16 0.062
```

HOMO energy	-9.8	eV
ΔE to the lowest compared entry with this formula, charge and spin	536.8	kJ/mol
DFT total energy	-13486.8625	eV
structure (SMILES)	C=C[C@@](C)([C@@H](C)N)[N+](=O)[O-]
HOMO-LUMO gap	10.5	eV
LUMO	0.7	eV
maximum force	3.86	eV/A

=====

# 9
Computed, not measured: a 2-piece molecular cluster, C6H12N2O2 overall, with wB97M-V/def2-TZVPD.

The geometry in XYZ format:
```
22
Properties=species:S:1:pos:R:3:lowdin_charge:R:1
N 2.31 1.52 -1.40 0.070
H -2.21 0.22 -1.30 0.069
H 1.90 0.75 1.69 0.096
C 2.70 -1.55 0.15 0.132
O -0.22 2.19 0.10 0.055
H -1.13 -1.84 -0.41 0.104
O 1.22 1.44 1.58 0.090
H -0.52 -1.03 1.76 0.084
H 3.15 -2.44 0.54 0.035
H 2.99 1.89 -0.75 0.089
C 1.39 0.62 -0.73 -0.346
H -3.38 -1.12 -1.29 0.072
H -3.46 0.14 -0.04 0.075
C -1.85 -1.29 0.22 -0.331
C 2.10 -0.58 -0.25 -0.102
C 0.58 1.31 0.40 -0.521
C -2.78 -0.47 -0.65 -0.105
H 0.63 0.30 -1.46 0.149
H -2.44 -2.05 0.77 0.101
H -1.68 0.13 1.71 0.093
H 1.79 2.31 -1.79 0.089
N -1.08 -0.45 1.14 0.001
```

HOMO energy	-9.4	eV
ΔE to the lowest compared entry with this formula, charge and spin	258.7	kJ/mol
DFT total energy	-13489.7452	eV
structure (SMILES)	C#C[C@H](N)C(=O)O.CCN
HOMO-LUMO gap	10.1	eV
LUMO	0.7	eV
maximum force	3.58	eV/A

=====

# 10
Computed, not measured: C6H12N2O3S as an isolated structure, with wB97M-V/def2-TZVPD.

The geometry in XYZ format:
```
24
Properties=species:S:1:pos:R:3:lowdin_charge:R:1
N 0.94 -1.33 -0.12 0.069
H -1.87 -1.88 -0.05 0.095
O 2.33 2.18 -0.85 -0.328
C -1.48 1.61 -0.46 -0.029
C -2.08 -0.90 -0.55 -0.022
C 2.33 -1.49 -0.11 -0.664
C -0.99 0.14 -0.08 -0.616
C 0.27 -0.31 -0.71 -0.144
N 2.95 -0.40 -0.63 0.005
S 1.96 1.08 -0.05 0.757
O 2.15 1.14 1.39 -0.333
H -0.86 2.39 0.01 0.090
H 0.38 -1.65 0.70 0.159
H -1.84 0.69 1.87 0.100
H -1.01 -0.86 1.89 0.117
O 2.81 -2.48 0.34 0.095
H -3.08 -0.57 -0.35 0.078
H 0.22 -0.39 -1.74 0.124
H -2.53 1.69 -0.06 0.101
C -1.00 0.17 1.37 -0.110
H -0.11 0.84 1.77 0.117
H -1.94 -1.02 -1.66 0.103
H -1.52 1.91 -1.51 0.078
H 3.98 -0.57 -0.43 0.156
```

HOMO energy	-9.6	eV
ΔE to the lowest compared entry with this formula, charge and spin	316.6	kJ/mol
DFT total energy	-26372.5540	eV
HOMO-LUMO gap	9.4	eV
LUMO	-0.2	eV
maximum force	5.38	eV/A

=====

# 11
Computed, not measured: a 2-piece molecular cluster, C6H12N2O6P overall, with wB97M-V/def2-TZVPD.

The geometry in XYZ format:
```
27
Properties=species:S:1:pos:R:3:lowdin_charge:R:1
H -4.83 1.02 -1.68 0.060
H 1.55 2.32 1.65 0.069
O -0.29 -1.18 0.47 0.076
P 3.01 -2.10 0.73 0.696
N 0.54 2.24 1.55 0.098
C 0.19 1.95 0.18 -0.526
C -4.17 0.93 -0.81 -0.038
H 0.23 1.48 2.16 0.086
C 1.10 1.14 -0.76 -0.062
N 1.95 -1.27 -0.37 -0.133
H 1.70 1.85 -1.35 0.114
C -3.30 -0.33 -0.94 -0.736
H 1.95 0.25 1.10 0.089
O 0.55 -3.02 -0.35 0.085
C 0.68 -1.86 -0.10 -0.721
H -4.79 0.85 0.09 0.062
H 3.07 0.47 -0.23 0.102
H 3.14 -3.44 0.32 0.029
O -3.91 -1.41 -1.03 -0.056
H 0.42 0.61 -1.43 0.114
O -0.81 2.37 -0.22 0.123
H 2.35 -2.09 1.99 0.046
O -2.05 -0.13 -0.95 -0.088
C 2.04 0.18 0.01 -0.218
H -3.56 1.83 -0.74 0.051
O 4.32 -1.43 0.89 -0.436
H -1.06 -1.24 -0.21 0.114
```

HOMO energy	-4.9	eV
ΔE to the lowest compared entry with this formula, charge and spin	88.6	kJ/mol
DFT total energy	-30973.1666	eV
HOMO-LUMO gap	7.9	eV
LUMO	3.0	eV
net charge	-1
maximum force	3.52	eV/A

=====

# 12
Computed, not measured: the molecule C6H12N2OS, with wB97M-V/def2-TZVPD.

The geometry in XYZ format:
```
22
Properties=species:S:1:pos:R:3:lowdin_charge:R:1
C -1.39 1.93 0.23 -0.105
H 1.06 -2.72 0.16 0.130
C 0.52 -1.31 1.49 -0.944
S 0.34 -2.36 2.75 0.579
H -1.40 1.67 -0.81 0.063
C 0.61 -0.96 -0.95 -0.365
H -1.16 -2.05 -1.77 0.101
H -1.86 1.02 0.72 0.103
H -0.14 0.26 2.44 0.128
H 1.67 1.45 1.20 0.160
C 1.10 0.49 -0.70 -0.063
H 2.17 0.45 -0.67 0.114
H 0.82 1.17 -1.50 0.128
C 0.77 1.08 0.68 -0.324
H -1.47 -0.71 -0.63 0.048
N 0.87 -1.73 0.24 0.025
N 0.30 0.00 1.57 0.056
C -0.82 -1.02 -1.43 -0.062
H 1.16 -1.31 -1.82 0.139
H -2.06 2.80 0.39 0.102
O -0.10 2.16 0.71 -0.117
H -0.97 -0.32 -2.32 0.101
```

HOMO energy	-8.1	eV
ΔE to the lowest compared entry with this formula, charge and spin	0.0	kJ/mol
DFT total energy	-22279.4264	eV
structure (SMILES)	CO[C@@H]1C[C@H](C)NC(=S)N1
HOMO-LUMO gap	8.8	eV
LUMO	0.7	eV
maximum force	2.16	eV/A